No. 1
A cluster of 2 separate species, CH8N4 in total in a non-equilibrium geometry, computed with wB97M-V/def2-TZVPD.

```
! RIJCOSX wB97M-V def2-TZVPD def2/J DEFGRID3
* xyz 2 1
C -1.416 -0.166 0.649
N -1.278 -0.035 -0.793
N 0.566 1.358 -0.137
N -0.122 0.169 -0.107
N 0.926 -0.984 0.043
H -1.639 0.807 1.214
H -1.443 -1.086 1.271
H -1.778 -0.403 -1.577
H 0.894 1.625 0.756
H 0.655 2.070 -0.864
H 2.158 -0.486 -0.794
H 1.119 -1.759 -0.643
H 1.357 -1.111 0.981
*
```

- highest occupied orbital energy (eV) = -20.68
- calculated total energy (eV) = -7099.56686
- energy above the lowest of the compared OMol25 structures with the same formula, charge and spin (kcal per mole) = 131.0
- LUMO level (eV) = -11.10

No. 2
An isolated molecule of C20H20N2O3, computed with wB97M-V/def2-TZVPD.

```
! RIJCOSX wB97M-V def2-TZVPD def2/J DEFGRID3
* xyz 0 1
C 3.509 2.694 1.152
C 4.088 1.992 -0.072
O 4.179 0.590 0.115
C 3.252 -0.293 -0.331
C 3.672 -1.624 -0.210
C 2.882 -2.675 -0.614
C 1.636 -2.424 -1.169
C 1.202 -1.121 -1.280
C 1.977 -0.043 -0.851
C 1.351 1.309 -1.050
O 1.558 1.988 -2.042
N 0.493 1.699 -0.076
C -0.179 2.976 -0.186
C 0.147 0.892 1.065
C -1.118 0.093 0.892
C -1.840 0.036 -0.247
C -3.022 -0.761 -0.349
C -3.787 -0.844 -1.518
C -4.913 -1.633 -1.561
C -5.302 -2.358 -0.436
C -4.567 -2.294 0.727
C -3.422 -1.498 0.782
N -2.669 -1.409 1.921
C -1.527 -0.657 2.078
O -0.937 -0.644 3.144
H 2.492 2.365 1.344
H 3.509 3.768 0.988
H 4.114 2.468 2.027
H 3.530 2.238 -0.976
H 5.126 2.315 -0.214
H 4.651 -1.793 0.210
H 3.239 -3.688 -0.508
H 1.010 -3.235 -1.509
H 0.235 -0.918 -1.715
H -1.261 2.848 -0.133
H 0.093 3.417 -1.144
H 0.139 3.641 0.621
H 0.025 1.537 1.943
H 0.958 0.192 1.294
H -1.537 0.597 -1.121
H -3.477 -0.280 -2.385
H -5.499 -1.693 -2.465
H -6.187 -2.974 -0.476
H -4.866 -2.856 1.600
H -2.959 -1.940 2.735
*
```

- highest occupied orbital energy (eV) = -8.44
- calculated total energy (eV) = -30188.26311
- energy above the lowest of the compared OMol25 structures with the same formula, charge and spin (kcal per mole) = 29.2
- LUMO level (eV) = 0.12
- SMILES string = CCOc1ccccc1C(=O)N(C)Cc1cc2ccccc2[nH]c1=O

No. 3
An isolated molecule of C6H8O2 in a non-equilibrium geometry, computed with wB97M-V/def2-TZVPD.

```
! RIJCOSX wB97M-V def2-TZVPD def2/J DEFGRID3
* xyz 0 1
C 0.327 1.201 0.185
C 2.719 0.736 -0.154
C -0.168 0.027 0.407
C 2.883 -0.538 -0.074
C -2.542 -0.065 -0.347
C -1.471 -0.603 0.609
O 1.631 1.592 -0.025
O 2.682 -1.834 -0.051
H -0.215 2.152 0.178
H 3.568 1.401 -0.282
H -2.280 -0.291 -1.378
H -2.623 1.014 -0.246
H -3.509 -0.512 -0.123
H -1.381 -1.688 0.468
H -1.786 -0.447 1.647
H 2.165 -2.145 -0.811
*
```

- highest occupied orbital energy (spin up / spin down) (eV) = -7.54 / -8.46
- calculated total energy (eV) = -10439.81604
- energy above the lowest of the compared OMol25 structures with the same formula, charge and spin (kcal per mole) = 159.4
- LUMO level (spin up / spin down) (eV) = -0.42 / 0.38